{
  "formula": "C16H32O20PtS2",
  "method": "the ωB97M-V functional and the def2-TZVPD basis",
  "species": ["Pt", "S", "S", "O", "O", "O", "O", "O", "O", "O", "O", "O", "O", "O", "O", "O", "O", "O", "O", "O", "O", "O", "O", "C", "C", "C", "C", "C", "C", "C", "C", "C", "C", "C", "C", "C", "C", "C", "C", "H", "H", "H", "H", "H", "H", "H", "H", "H", "H", "H", "H", "H", "H", "H", "H", "H", "H", "H", "H", "H", "H", "H", "H", "H", "H", "H", "H", "H", "H", "H", "H"],
  "coordinates": [[1.41916, -0.85642, -0.63434], [3.08571, -3.31836, -2.52401], [4.69162, 1.59458, -2.30010], [4.56010, 0.40263, 3.86863], [2.62146, -4.56653, -3.13531], [-0.03629, 4.35402, 1.16320], [5.97608, 0.93958, -1.93481], [4.68316, 3.00548, -2.42113], [2.19703, -2.26499, -2.98979], [4.47793, 0.97264, -3.61474], [4.44778, -2.93962, -2.67280], [2.65927, -3.31865, -1.14050], [3.60931, 1.07732, -1.45798], [-3.52854, -0.20500, -3.78484], [3.26765, -0.88291, 2.43808], [-3.53979, -2.83713, 1.45619], [-2.06290, -2.66726, 2.91750], [-2.30729, 1.52734, -4.25780], [-1.50397, 0.09331, -2.77649], [-1.72941, 3.28711, 1.81545], [5.21643, -1.68427, 3.40101], [-1.39960, -2.24280, 0.92286], [-0.01577, 2.10842, 0.84979], [4.31043, -4.02399, 3.64422], [-4.12764, -2.55058, 0.20806], [5.08261, -2.97433, 2.81518], [-4.60947, 0.43286, -4.52177], [4.25967, -0.72606, 3.19655], [3.69824, 1.48379, 3.74859], [-2.36546, 0.39338, -3.54668], [-0.82050, -2.76837, 3.61593], [-5.99184, -0.25387, -4.52411], [-1.52546, 2.60228, -3.92419], [-2.20310, -2.62738, 1.65675], [-2.39380, 2.05381, 2.24393], [1.01573, 4.69303, 0.23383], [-0.49240, 3.14221, 1.24516], [-5.55944, -3.10224, 0.12760], [1.16380, 6.20431, 0.07795], [-5.85189, -1.15642, -5.11902], [-6.22398, -2.40942, 0.64382], [-1.96313, 3.19922, -3.12405], [-1.22684, 3.17032, -4.80524], [3.70006, 1.98123, 2.77873], [-4.24665, 0.40088, -5.54911], [0.28154, 6.59932, -0.42573], [3.22842, -3.94464, 3.74941], [-2.99896, 2.34320, 3.10309], [-6.04288, -3.03664, -0.84711], [0.86340, 4.31369, -0.77661], [1.34190, 6.70977, 1.02710], [-4.03183, -1.48468, 0.00128], [1.99888, 4.35523, 0.56159], [2.70891, 1.20043, 4.10781], [-6.56180, -0.33676, -3.59870], [4.08321, 2.26140, 4.40829], [-5.63012, -4.13723, 0.46214], [-4.71385, 1.47771, -4.22939], [-0.62967, 2.12740, -3.52401], [-1.70455, 1.23168, 2.43664], [4.73769, -3.03850, 1.78319], [4.57797, -5.03335, 3.33164], [-3.60397, -3.02369, -0.62262], [4.65082, -4.00796, 4.67958], [-3.03837, 1.66168, 1.45725], [-0.72781, -2.15033, 4.50899], [-0.72335, -3.81163, 3.91639], [6.12983, -3.27536, 2.84380], [0.04180, -2.44381, 3.03352], [-6.66632, 0.38005, -5.09971], [2.01102, 6.31986, -0.59804]],
  "atomic_forces_ev_per_a": [[1.29, -1.56, -1.46], [-1.82, -0.74, -0.80], [-1.26, -2.97, 1.78], [1.32, -1.91, -0.19], [1.08, -0.78, -0.53], [1.08, 1.99, -0.60], [0.11, 0.84, -0.16], [0.62, 2.70, 0.26], [-2.21, 3.57, -1.93], [0.30, -0.84, -2.24], [2.35, -0.47, -0.56], [-0.43, -0.28, 5.17], [0.04, 0.59, 0.58], [-1.32, -1.45, 0.71], [3.15, 0.68, 3.01], [-0.24, -0.75, 0.17], [-0.13, -0.67, 5.25], [-2.70, -0.22, -2.23], [-0.86, -0.93, -0.09], [-0.02, -1.40, 0.54], [-1.31, 2.08, 0.53], [2.47, 0.59, -3.71], [-0.18, 0.79, 0.47], [0.36, 0.37, 1.01], [0.14, -0.47, -1.81], [0.05, -1.54, 0.02], [0.40, 0.48, -0.46], [-2.61, -1.41, -3.06], [-0.72, 1.32, 0.34], [0.91, 1.86, 0.67], [0.90, -0.27, -0.59], [0.83, 0.17, -0.32], [2.43, -0.37, 1.21], [-2.74, 0.94, -0.06], [0.26, 0.45, -0.61], [1.03, 0.51, -0.22], [-1.22, -1.70, -0.48], [-0.27, 1.19, 0.42], [-0.61, -0.61, -0.03], [-0.54, -0.42, 0.58], [-0.12, -0.45, 0.92], [-0.22, 0.23, -0.20], [-0.46, -0.02, 0.03], [-0.27, -0.70, -0.37], [-0.28, 0.36, -0.15], [-0.03, 0.28, 0.17], [-0.02, 0.26, -0.71], [0.19, -0.18, -0.01], [0.84, -0.19, -0.56], [-0.39, -0.61, 0.30], [0.00, 0.04, -0.09], [-0.38, 0.14, 0.10], [-0.30, -0.66, 0.26], [-0.18, 0.15, -0.43], [0.69, -0.56, 0.31], [0.12, -0.21, 0.33], [0.00, 0.21, 0.25], [0.23, -0.08, 0.18], [0.55, 0.66, 0.26], [0.28, 0.37, 0.31], [-0.11, 0.86, -0.03], [-0.16, 0.10, -0.51], [0.60, -0.11, 0.21], [0.29, 0.25, 0.23], [-0.10, 0.34, -0.17], [-1.04, 0.17, -0.03], [0.21, 0.05, -0.06], [-0.05, -0.28, -0.28], [-0.17, -0.30, -0.56], [0.30, 0.27, -0.41], [0.08, 0.23, 0.12]],
  "gap_ev": [4.94, 3.99],
  "s_squared": 2.128,
  "lumo_ev": [3.49, 3.49],
  "multiplicity": 3,
  "energy_ev": -82970.1075,
  "de_lowest_kcal_mol": 165.9,
  "total_charge": -2
}

---

{
  "formula": "C4H12N3O",
  "method": "the ωB97M-V functional and the def2-TZVPD basis",
  "species": ["O", "N", "N", "N", "C", "C", "C", "C", "H", "H", "H", "H", "H", "H", "H", "H", "H", "H", "H", "H"],
  "coordinates": [[-1.40817, -1.59066, 0.30235], [0.26717, -2.77553, -0.45226], [0.75044, -0.07832, -1.71633], [-1.56108, 1.35942, 0.57149], [0.90248, 0.81533, 0.63597], [0.91949, -0.41913, -0.32283], [-0.25538, -1.48859, -0.07084], [-0.21528, 1.74278, 1.09768], [-0.11867, 0.03752, -1.95664], [-0.33834, -3.56743, -0.57327], [-2.06582, 2.05584, -0.26851], [-2.38760, 1.40859, 1.24713], [1.43615, 0.49778, 1.53457], [-0.44732, 1.85991, 2.12903], [1.91112, -1.01931, -0.22139], [1.38737, -0.50037, -2.37773], [1.16730, -2.82555, -0.86464], [-0.03370, 2.79126, 0.82811], [-1.59168, 0.28335, 0.29062], [1.68152, 1.41309, 0.18749]],
  "atomic_forces_ev_per_a": [[-0.73, 3.53, 0.45], [-0.24, 2.63, 0.59], [6.17, -0.07, 1.98], [-4.57, 0.29, -2.99], [2.20, -0.54, 0.74], [-1.70, -0.89, 0.28], [2.94, -5.82, -1.03], [-1.05, 0.90, -1.06], [-5.61, 0.61, -2.25], [-0.30, 0.10, 0.11], [2.43, -2.71, 2.53], [1.77, -0.04, -0.41], [-0.34, -0.27, 0.24], [0.79, -0.73, 1.22], [-1.80, 1.42, 0.29], [-0.47, 0.05, 0.10], [0.56, -0.26, -0.30], [0.05, -0.41, -0.46], [-0.12, 1.61, 0.29], [0.01, 0.60, -0.33]],
  "gap_ev": 9.44,
  "lumo_ev": -3.68,
  "energy_ev": -10852.3173,
  "de_lowest_kcal_mol": 64.0,
  "smiles": "NC(=O)[C@@H](N)CC[NH3+]",
  "total_charge": 1
}

---

{
  "formula": "C3H3N3O",
  "method": "the ωB97M-V functional and the def2-TZVPD basis",
  "species": ["O", "N", "N", "N", "C", "C", "C", "H", "H", "H"],
  "coordinates": [[0.25063, 0.58158, 1.42296], [-0.70107, -0.44094, 1.47378], [0.91832, 2.14301, 0.03254], [0.40582, 0.15389, -0.93541], [-0.74787, -1.21058, 0.46932], [-0.25490, -0.97603, -0.78158], [0.46189, 0.97558, 0.08653], [-1.41107, -1.90714, 0.69014], [-0.25670, -1.63969, -1.65663], [1.33495, 2.32031, -0.80164]],
  "atomic_forces_ev_per_a": [[-1.84, -1.11, -1.67], [1.72, 0.83, 1.87], [-1.18, 0.12, 2.98], [-1.59, -3.91, -2.58], [-0.66, 1.34, 1.38], [3.62, 2.46, -2.90], [2.08, 3.07, 3.21], [-2.94, -3.62, 0.37], [-0.35, 0.08, 0.65], [1.14, 0.75, -3.31]],
  "gap_ev": 8.45,
  "lumo_ev": -1.36,
  "energy_ev": -9673.5638,
  "de_lowest_kcal_mol": 89.7,
  "smiles": "[H]/N=c1\\nccno1",
  "total_charge": 0
}

---

{
  "formula": "C5H10O",
  "method": "the ωB97M-V functional and the def2-TZVPD basis",
  "species": ["O", "C", "C", "C", "C", "C", "H", "H", "H", "H", "H", "H", "H", "H", "H", "H"],
  "coordinates": [[0.52340, -1.97778, -1.41306], [-0.46762, 0.34951, 1.12817], [0.84527, 0.39756, 0.88709], [-0.09148, -2.21928, -0.40416], [1.45916, 0.93864, -0.37450], [-1.52915, 0.84629, 0.18375], [1.06701, 0.42295, -1.25983], [-1.18155, -2.04186, -0.32208], [1.24150, 2.00680, -0.49264], [0.38713, -2.64792, 0.49789], [-1.20863, 0.77332, -0.86179], [-0.80992, -0.05395, 2.08162], [-1.76138, 1.90025, 0.38362], [2.54566, 0.81746, -0.37954], [1.52721, 0.02053, 1.64856], [-2.46352, 0.28418, 0.29557]],
  "atomic_forces_ev_per_a": [[-0.29, -0.17, 0.40], [0.15, 0.00, 0.03], [-0.17, -0.02, 0.07], [0.17, 0.05, -0.24], [0.04, 0.04, -0.08], [-0.01, 0.00, -0.05], [0.06, 0.07, 0.13], [0.11, 0.00, -0.06], [0.03, -0.13, 0.01], [0.02, 0.04, -0.17], [-0.04, 0.02, 0.17], [0.08, 0.07, -0.13], [0.01, -0.13, -0.04], [-0.17, 0.01, 0.04], [-0.14, 0.06, -0.08], [0.17, 0.09, 0.00]],
  "gap_ev": 10.35,
  "lumo_ev": 1.00,
  "energy_ev": -7393.1602,
  "de_lowest_kcal_mol": 37.0,
  "smiles": "C/C=C\\C.C=O",
  "total_charge": 0
}

---

{
  "formula": "C4H7NOS2",
  "method": "the ωB97M-V functional and the def2-TZVPD basis",
  "species": ["S", "S", "O", "N", "C", "C", "C", "C", "H", "H", "H", "H", "H", "H", "H"],
  "coordinates": [[-2.11261, -0.47078, -0.29646], [-1.45913, 1.14475, 0.79935], [1.49507, -0.30216, -1.23418], [0.11449, 1.25638, 0.20463], [0.53086, -0.39821, -0.59124], [-0.51426, -1.34235, -0.17466], [0.38262, 2.17835, -0.76577], [-0.08049, -1.71840, 1.16213], [-0.50447, -2.17260, -0.99852], [-0.07646, 2.07378, -1.75501], [0.38879, 3.20430, -0.16500], [1.00985, -2.13047, 1.21563], [-0.07442, -0.81051, 1.71860], [1.50293, 2.01781, -0.96979], [-0.60277, -2.52990, 1.85028]],
  "atomic_forces_ev_per_a": [[-0.05, -0.48, -0.59], [0.23, 0.15, 0.35], [-0.02, -0.99, -0.33], [-0.80, -5.01, 0.95], [-0.12, 4.40, 0.99], [-0.75, -1.97, -2.91], [3.59, 3.43, -0.26], [1.86, -3.53, 3.77], [-0.23, 1.29, 1.60], [-0.63, 0.56, 0.27], [-0.42, -1.52, -2.16], [-1.65, 0.89, -0.54], [0.08, 0.59, 0.88], [-1.34, 0.48, 0.03], [0.25, 1.71, -2.04]],
  "gap_ev": 8.65,
  "lumo_ev": 0.38,
  "energy_ev": -29466.8458,
  "de_lowest_kcal_mol": 67.9,
  "total_charge": 0
}